(1)
{
  "formula": "H18O9",
  "method": "the ωB97M-V functional and the def2-TZVPD basis",
  "symbols": ["O", "H", "H", "O", "H", "H", "O", "H", "H", "O", "H", "H", "O", "H", "H", "O", "H", "H", "O", "H", "H", "O", "H", "H", "O", "H", "H"],
  "xyz": [[-0.429, 0.370, 0.153], [-1.157, -0.234, 0.338], [0.219, -0.177, -0.305], [-3.708, -1.571, 2.429], [-3.597, -1.743, 3.371], [-2.941, -1.990, 2.022], [-4.018, -1.252, -1.033], [-3.130, -0.919, -1.206], [-4.338, -0.702, -0.309], [3.082, 2.570, 1.832], [3.058, 3.016, 2.686], [4.007, 2.618, 1.568], [4.479, -0.991, -0.920], [5.186, -0.761, -1.533], [4.645, -1.915, -0.705], [-3.612, 3.436, -1.474], [-4.043, 4.275, -1.276], [-3.007, 3.302, -0.735], [-0.606, -2.437, -0.348], [-0.954, -3.025, -1.028], [-1.073, -1.607, -0.495], [1.792, 2.533, -0.124], [0.887, 2.201, -0.152], [1.862, 3.088, -0.908], [2.777, -2.710, -0.374], [2.774, -2.599, -1.332], [1.844, -2.773, -0.143]],
  "forces_ev_per_a": [[-0.292, -0.077, -0.296], [0.050, 0.553, 0.529], [0.351, 0.123, 0.138], [0.173, -0.007, -0.001], [-0.058, 0.068, -0.067], [-0.091, -0.074, -0.014], [0.328, -0.007, 0.115], [-0.243, 0.125, -0.179], [-0.099, -0.056, 0.049], [0.646, 0.170, 1.120], [0.082, -0.056, 0.035], [-0.077, -0.095, -0.038], [0.661, 0.206, -0.536], [0.015, 0.142, 0.083], [-0.139, 0.147, 0.269], [0.027, 0.090, 0.164], [0.007, -0.084, -0.068], [-0.008, -0.024, -0.080], [-0.038, -0.056, -0.107], [-0.021, -0.094, 0.058], [0.078, -0.471, -0.256], [-0.620, 0.100, -1.132], [-0.055, -0.090, 0.066], [-0.045, -0.041, -0.024], [-0.597, -0.621, -0.059], [-0.018, 0.173, 0.123], [-0.018, -0.043, 0.107]],
  "energy_ha": -687.88671,
  "charge": 0,
  "e_homo_ha": -0.3752,
  "e_above_lowest_kcal_mol": 87.3
}

***

(2)
{
  "formula": "H18O9",
  "method": "the ωB97M-V functional and the def2-TZVPD basis",
  "symbols": ["O", "H", "H", "O", "H", "H", "O", "H", "H", "O", "H", "H", "O", "H", "H", "O", "H", "H", "O", "H", "H", "O", "H", "H", "O", "H", "H"],
  "xyz": [[-16.426, 14.875, -29.104], [-16.447, 14.653, -30.039], [-17.274, 14.480, -28.798], [-18.176, 16.207, -27.102], [-17.883, 16.779, -26.356], [-18.942, 16.650, -27.427], [-15.117, 13.378, -31.398], [-14.446, 12.845, -31.877], [-15.570, 12.683, -30.884], [-17.263, 11.589, -26.959], [-17.484, 11.286, -26.086], [-17.454, 12.530, -26.944], [-14.843, 13.243, -27.713], [-15.468, 13.920, -28.032], [-15.168, 12.939, -26.858], [-15.270, 17.002, -28.021], [-15.938, 16.385, -28.379], [-15.759, 17.749, -27.742], [-16.831, 14.214, -25.928], [-16.988, 14.165, -24.991], [-17.442, 14.786, -26.388], [-18.863, 13.729, -28.560], [-19.286, 12.875, -28.543], [-19.266, 14.145, -27.763], [-12.994, 14.731, -30.369], [-13.819, 14.470, -30.745], [-12.988, 15.620, -30.631]],
  "forces_ev_per_a": [[-1.389, -0.294, -0.134], [0.474, 0.124, -0.302], [0.499, 0.301, -0.174], [0.728, 0.512, 1.255], [-0.058, -0.573, -0.720], [-0.969, 0.458, -0.599], [-0.055, -1.412, -0.471], [-0.457, 0.665, 0.281], [0.252, 0.505, 0.057], [-0.244, -0.346, -0.689], [-0.125, -0.247, 0.614], [0.318, 0.219, 0.138], [0.226, -0.283, 0.003], [0.620, -0.338, 0.259], [-0.052, 0.182, -0.333], [0.422, -0.916, -0.334], [0.485, 0.048, 0.007], [-0.638, 1.286, 0.409], [0.694, -0.852, -0.218], [-0.398, 0.307, 0.334], [-0.413, 0.502, 0.287], [-0.821, 0.869, 1.247], [0.063, -0.843, -0.314], [0.526, -0.087, -0.814], [0.877, -1.069, 0.471], [-1.116, -0.935, -0.020], [0.553, 2.220, -0.240]],
  "energy_ha": -687.92511,
  "charge": 0,
  "e_homo_ha": -0.3431,
  "e_above_lowest_kcal_mol": 63.2
}

***

(3)
{
  "formula": "H18O9",
  "method": "the ωB97M-V functional and the def2-TZVPD basis",
  "symbols": ["O", "H", "H", "O", "H", "H", "O", "H", "H", "O", "H", "H", "O", "H", "H", "O", "H", "H", "O", "H", "H", "O", "H", "H", "O", "H", "H"],
  "xyz": [[-21.022, 1.545, -15.454], [-21.969, 1.680, -15.487], [-20.887, 0.970, -14.701], [-20.577, 4.196, -12.643], [-20.150, 3.894, -13.445], [-19.952, 3.995, -11.947], [-21.345, -0.417, -13.648], [-21.129, -1.328, -13.848], [-22.127, -0.471, -13.098], [-21.612, 6.818, -13.392], [-21.132, 6.023, -13.162], [-21.259, 7.489, -12.808], [-24.349, 3.852, -16.239], [-23.753, 4.120, -15.540], [-24.610, 4.671, -16.660], [-23.147, 3.251, -13.378], [-22.429, 3.590, -12.844], [-23.151, 2.309, -13.206], [-25.876, 3.790, -13.211], [-24.931, 3.765, -13.364], [-26.227, 4.273, -13.959], [-24.150, 0.155, -12.321], [-24.074, -0.720, -11.940], [-25.058, 0.208, -12.620], [-24.850, 2.804, -10.513], [-24.533, 2.049, -11.009], [-25.424, 3.267, -11.124]],
  "forces_ev_per_a": [[0.417, 0.670, -0.426], [-0.234, 0.097, -0.078], [-0.112, -0.364, 0.183], [-0.101, 0.152, 0.105], [0.054, -0.260, -0.507], [0.108, -0.008, 0.321], [0.158, -0.260, 0.347], [0.187, -0.200, -0.181], [-0.387, 0.255, 0.119], [-0.224, 0.290, -0.263], [0.143, -0.434, 0.193], [0.015, 0.200, 0.097], [-0.218, -0.181, -0.093], [0.316, -0.028, 0.379], [-0.041, 0.180, -0.189], [-0.403, -0.029, -0.459], [0.462, 0.340, 0.255], [-0.078, -0.371, 0.027], [-0.643, -0.056, 0.311], [0.752, -0.073, -0.016], [-0.162, 0.034, -0.149], [0.431, 0.179, -0.026], [-0.081, -0.228, 0.295], [-0.347, 0.119, -0.226], [0.141, -0.051, 0.477], [0.099, -0.243, -0.131], [-0.250, 0.271, -0.367]],
  "energy_ha": -687.95754,
  "charge": 0,
  "e_homo_ha": -0.3937,
  "e_above_lowest_kcal_mol": 42.8
}

***

(4)
{
  "formula": "H18O9",
  "method": "the ωB97M-V functional and the def2-TZVPD basis",
  "symbols": ["O", "H", "H", "O", "H", "H", "O", "H", "H", "O", "H", "H", "O", "H", "H", "O", "H", "H", "O", "H", "H", "O", "H", "H", "O", "H", "H"],
  "xyz": [[-0.606, -0.014, -0.422], [0.192, -0.558, -0.475], [-0.312, 0.803, 0.028], [-1.776, 3.468, 0.276], [-1.424, 4.159, 0.852], [-2.514, 3.085, 0.770], [0.665, 2.057, 0.960], [0.845, 1.862, 1.889], [-0.250, 2.401, 0.948], [-2.933, 0.355, -1.966], [-2.704, 0.753, -2.811], [-2.086, 0.268, -1.488], [-1.151, -2.600, 0.908], [-1.290, -2.137, 0.071], [-0.892, -3.492, 0.654], [1.641, -1.897, -1.488], [2.109, -2.714, -1.704], [1.417, -1.506, -2.341], [1.203, 2.136, -1.911], [1.080, 2.171, -0.949], [0.326, 1.948, -2.260], [2.256, -2.233, 1.250], [2.199, -2.350, 0.287], [2.977, -1.604, 1.373], [0.272, -1.282, 2.875], [-0.360, -1.454, 2.151], [1.115, -1.627, 2.524]],
  "forces_ev_per_a": [[0.010, 0.180, -0.060], [0.023, 0.068, 0.046], [0.096, -0.712, -0.044], [0.205, -0.213, 0.451], [-0.176, 0.088, -0.164], [-0.029, 0.085, -0.183], [-0.506, 0.252, 0.281], [0.070, -0.240, -0.159], [0.273, 0.276, -0.044], [0.243, 0.040, 0.037], [-0.064, -0.011, 0.047], [-0.227, -0.065, -0.116], [-0.186, -0.166, -0.568], [-0.107, 0.103, 0.189], [0.009, 0.009, 0.174], [0.036, -0.260, -0.301], [-0.137, 0.110, -0.176], [0.083, 0.080, 0.117], [-0.035, -0.027, 0.096], [0.191, 0.031, -0.247], [0.015, 0.030, 0.046], [0.634, -0.200, -0.370], [-0.190, 0.368, 0.570], [-0.011, -0.092, -0.069], [0.180, 0.342, -0.043], [0.421, -0.183, 0.432], [-0.822, 0.107, 0.060]],
  "energy_ha": -687.95136,
  "charge": 0,
  "e_homo_ha": -0.3670,
  "e_above_lowest_kcal_mol": 46.7
}

***

| no. | Kohn-Sham gap (eV) |
| --- | --- |
| 1 | 10.2 |
| 2 | 9.0 |
| 3 | 10.6 |
| 4 | 10.0 |